{
  "formula": "C33H97N17O12",
  "method": "ωB97M-V with the def2-TZVPD basis set",
  "species": ["C", "O", "C", "C", "C", "N", "H", "H", "H", "H", "H", "H", "H", "H", "H", "H", "H", "C", "O", "C", "C", "C", "N", "H", "H", "H", "H", "H", "H", "H", "H", "H", "H", "H", "C", "O", "C", "C", "C", "N", "H", "H", "H", "H", "H", "H", "H", "H", "H", "H", "H", "C", "O", "C", "C", "C", "N", "H", "H", "H", "H", "H", "H", "H", "H", "H", "H", "H", "C", "O", "C", "C", "C", "N", "H", "H", "H", "H", "H", "H", "H", "H", "H", "H", "H", "C", "O", "C", "C", "C", "N", "H", "H", "H", "H", "H", "H", "H", "H", "H", "H", "H", "C", "O", "C", "C", "C", "N", "H", "H", "H", "H", "H", "H", "H", "H", "H", "H", "H", "N", "C", "N", "O", "H", "H", "H", "H", "N", "C", "N", "O", "H", "H", "H", "H", "N", "C", "N", "O", "H", "H", "H", "H", "N", "C", "N", "O", "H", "H", "H", "H", "N", "C", "N", "O", "H", "H", "H", "H"],
  "coordinates": [[1.78103, 2.53955, 2.02020], [0.86373, 3.61235, 1.87117], [-0.39967, 3.35223, 2.44185], [-1.20736, 4.65450, 2.41285], [-1.36025, 5.11953, 0.97533], [-0.47188, 5.72255, 3.16307], [2.20596, 2.58012, 3.03569], [2.55087, 2.62717, 1.26287], [1.21067, 1.60284, 2.01111], [-0.90468, 2.48862, 1.99074], [-0.21001, 3.07837, 3.49082], [-2.13682, 4.47895, 2.95795], [-0.36362, 5.22232, 0.53836], [-1.94358, 6.02971, 0.86505], [-1.79242, 4.32996, 0.35646], [0.38821, 5.79614, 2.61360], [-0.09716, 5.28503, 4.00649], [0.80334, 2.70621, -1.26954], [0.44528, 2.74788, -2.61285], [1.02717, 1.77008, -3.42580], [0.71114, 2.08274, -4.87745], [-0.76036, 2.47873, -5.22162], [1.20752, 0.96620, -5.69276], [1.87767, 2.87283, -1.10462], [0.63368, 1.70721, -0.83583], [0.28368, 3.43019, -0.63985], [2.11308, 1.71247, -3.27097], [0.69275, 0.73476, -3.23924], [1.23669, 2.99126, -5.20023], [-0.94298, 2.28850, -6.27534], [-0.90547, 3.47272, -4.80611], [-1.47410, 1.81037, -4.71882], [0.82172, 0.08731, -5.33528], [0.77822, 1.00189, -6.61296], [2.90000, -0.31945, -1.20856], [3.60480, 0.79570, -0.74206], [4.92047, 0.52803, -0.30689], [5.51856, 1.83205, 0.16041], [5.74534, 2.83321, -0.95145], [6.81701, 1.55844, 0.81154], [3.00429, -0.52980, -2.27980], [1.83750, -0.03465, -1.22192], [2.94948, -1.15758, -0.50958], [4.84021, -0.14976, 0.55920], [5.58160, 0.05610, -1.04294], [4.84433, 2.27374, 0.91092], [4.77277, 3.09893, -1.38553], [6.24762, 2.39134, -1.81569], [6.23260, 3.74934, -0.62650], [7.17864, 2.45741, 1.11007], [6.74493, 0.98699, 1.65035], [-7.04288, -3.29966, -1.89889], [-5.63639, -3.13140, -1.89464], [-5.23239, -1.99647, -1.17785], [-5.28569, -0.73431, -2.01889], [-4.14497, -0.70168, -3.02723], [-5.07308, 0.43841, -1.12779], [-7.36897, -3.66007, -0.91981], [-7.21012, -4.08539, -2.63875], [-7.62736, -2.43538, -2.22557], [-5.78280, -1.84576, -0.23503], [-4.20192, -2.14365, -0.83721], [-6.22319, -0.58541, -2.56574], [-3.17926, -0.79224, -2.53159], [-4.14681, 0.21795, -3.62342], [-4.34303, -1.47580, -3.77391], [-5.86558, 0.49958, -0.48772], [-5.20482, 1.28045, -1.68915], [2.51725, -0.81390, 4.35767], [3.66569, -0.22977, 4.94345], [4.86356, -0.51109, 4.25574], [5.96956, 0.43511, 4.68832], [5.53912, 1.88608, 4.69853], [7.17975, 0.22253, 3.84304], [2.73647, -1.78349, 3.88990], [2.16177, -0.18165, 3.53366], [1.82181, -0.99572, 5.17148], [5.18849, -1.54010, 4.47542], [4.70994, -0.46965, 3.16656], [6.25937, 0.16618, 5.71385], [5.46040, 2.20892, 3.64821], [6.24082, 2.55297, 5.19965], [4.54445, 2.07879, 5.09422], [7.78574, 1.02046, 4.01660], [7.63493, -0.55300, 4.31612], [2.51762, -4.55175, -0.19962], [1.36581, -4.44813, 0.60328], [1.54074, -4.00960, 1.92949], [0.25332, -4.10884, 2.68373], [0.31964, -3.42166, 4.04886], [-0.06130, -5.53899, 2.94343], [2.45048, -5.44176, -0.81807], [3.45195, -4.56087, 0.37258], [2.59854, -3.63954, -0.80150], [2.38599, -4.52538, 2.39736], [1.82002, -2.94124, 1.96080], [-0.60088, -3.71185, 2.12702], [1.17757, -3.76272, 4.62781], [-0.61080, -3.60409, 4.57889], [0.41763, -2.34427, 3.88706], [-0.95979, -5.68731, 3.39454], [-0.25749, -5.97794, 2.04035], [0.86613, -2.42690, -3.80914], [0.21193, -1.56028, -4.70994], [-1.21687, -1.64975, -4.72662], [-1.77904, -2.83101, -5.49570], [-1.86760, -4.14008, -4.69193], [-1.06216, -3.03632, -6.74384], [1.93973, -2.26400, -3.91823], [0.71812, -3.48087, -4.06332], [0.53029, -2.24119, -2.78460], [-1.54378, -1.45224, -3.70235], [-1.50078, -0.73811, -5.26613], [-2.80696, -2.53556, -5.72152], [-0.94051, -4.71346, -4.65565], [-2.63036, -4.77152, -5.15349], [-2.15727, -3.99353, -3.64976], [-0.14275, -3.44672, -6.64850], [-1.57283, -3.68336, -7.33225], [0.26214, 1.39279, 5.34534], [-0.96400, 0.93863, 4.95657], [-2.03173, 1.59616, 5.48045], [-1.09226, 0.09729, 4.07590], [0.32151, 2.28275, 5.80964], [1.11987, 1.10518, 4.91483], [-2.92632, 1.53510, 5.02285], [-1.94597, 2.20292, 6.27473], [-2.45494, 2.44977, -2.01763], [-2.96023, 3.50727, -2.75040], [-2.15462, 4.60789, -2.60235], [-4.01423, 3.42929, -3.35057], [-3.01233, 1.62734, -1.86828], [-1.49708, 2.40515, -1.72151], [-2.41509, 5.44944, -3.08168], [-1.32286, 4.58614, -2.04550], [-2.29252, 0.25028, 0.58607], [-1.19662, -0.53516, 0.34526], [-0.53096, -0.92605, 1.49250], [-0.70824, -0.78838, -0.74834], [-2.44501, 0.60575, 1.52205], [-3.04590, 0.26136, -0.09124], [0.45128, -0.96221, 1.26432], [-0.77619, -0.65761, 2.43871], [-5.40099, 3.16850, 2.71503], [-4.26414, 2.59268, 2.22218], [-3.92415, 2.99568, 0.95709], [-3.60824, 1.73689, 2.80580], [-5.75168, 4.02798, 2.33321], [-5.61147, 2.97953, 3.67880], [-4.45522, 3.69603, 0.47460], [-3.14950, 2.53646, 0.51048], [-1.13742, -4.09565, -0.78052], [-1.79743, -5.28420, -0.65185], [-1.00243, -6.28337, -0.13110], [-2.97640, -5.44798, -0.89292], [-1.57216, -3.26278, -1.13478], [-0.22688, -3.99028, -0.35513], [-0.01700, -6.19862, 0.03684], [-1.43907, -7.18430, -0.06758]],
  "max_force_ev_per_a": 2.39,
  "smiles": "COC[C@H](C)N.COC[C@H](C)N.COC[C@H](C)N.COC[C@H](C)N.COC[C@H](C)N.COC[C@H](C)N.COC[C@H](C)N.NC(N)=O.NC(N)=O.NC(N)=O.NC(N)=O.NC(N)=O",
  "relative_energy_kcal_mol": 9.8,
  "lumo_ev": 0.203,
  "orbital_gap_ev": 8.630,
  "e_tot_ev": -85698.17838,
  "e_homo_ev": -8.427
}

***

{
  "formula": "C34H36BrFeNO5P3Te",
  "method": "ωB97M-V with the def2-TZVPD basis set",
  "species": ["Fe", "O", "P", "C", "P", "O", "C", "C", "C", "C", "C", "C", "C", "C", "C", "C", "C", "C", "C", "C", "C", "C", "C", "C", "C", "C", "C", "C", "C", "C", "H", "H", "H", "H", "H", "H", "H", "H", "H", "H", "H", "H", "H", "H", "H", "H", "H", "H", "H", "H", "H", "H", "Br", "C", "C", "C", "N", "C", "C", "H", "H", "H", "H", "C", "C", "O", "P", "O", "Te", "O", "C", "C", "H", "H", "H", "H", "H", "H", "H", "H", "H", "H"],
  "coordinates": [[-0.21401, 0.45182, -0.27560], [1.93043, 0.31168, -0.14628], [2.95078, 0.37231, 0.95969], [2.46622, -0.78372, 2.27472], [0.82938, -0.34367, 2.91483], [-0.02715, 0.17322, 1.79565], [1.03458, 0.88388, 4.19805], [1.65996, 0.55899, 5.40072], [1.82515, 1.52886, 6.37576], [1.35537, 2.81925, 6.15505], [0.72396, 3.14153, 4.96190], [0.56299, 2.17466, 3.97933], [0.15439, -1.80119, 3.68801], [-1.23086, -1.83248, 3.87160], [-1.81708, -2.92472, 4.48638], [-1.02839, -3.98305, 4.92354], [0.34626, -3.95634, 4.74076], [0.94033, -2.86685, 4.11853], [3.11852, 1.97859, 1.72805], [2.53692, 3.07780, 1.10406], [2.64092, 4.33849, 1.67827], [3.33449, 4.49760, 2.86934], [3.93219, 3.40369, 3.48835], [3.82772, 2.14646, 2.91864], [4.57916, -0.13494, 0.42641], [5.64757, 0.75943, 0.39692], [6.88667, 0.34193, -0.06981], [7.06113, -0.96218, -0.50729], [5.99720, -1.85661, -0.48896], [4.75921, -1.44545, -0.02684], [3.22734, -0.85843, 3.05299], [2.35813, -1.75708, 1.78796], [2.00614, -0.45333, 5.58434], [2.30699, 1.27896, 7.31202], [1.47772, 3.57359, 6.92208], [0.36019, 4.14768, 4.79608], [0.09032, 2.41421, 3.03656], [-1.84485, -1.01682, 3.50836], [-2.89004, -2.95610, 4.62029], [-1.48995, -4.83634, 5.40378], [0.95565, -4.78492, 5.07627], [2.01435, -2.85938, 3.97620], [2.00657, 2.93658, 0.17303], [2.18750, 5.19513, 1.19415], [3.41554, 5.47989, 3.31834], [4.47509, 3.53252, 4.41545], [4.29808, 1.29982, 3.40694], [5.51697, 1.77861, 0.73697], [7.71509, 1.03727, -0.09346], [8.02925, -1.28455, -0.86958], [6.13375, -2.87026, -0.84178], [3.92774, -2.14094, -0.04110], [-1.02880, 7.07249, 0.28455], [-0.89682, 5.22541, 0.00435], [-0.24088, 4.74250, -1.11634], [-0.13787, 3.37307, -1.26516], [-0.63528, 2.51549, -0.37334], [-1.30464, 2.99255, 0.68330], [-1.45679, 4.34606, 0.91594], [0.17983, 5.40961, -1.85472], [0.36249, 2.93892, -2.12277], [-1.72816, 2.25561, 1.35656], [-1.99653, 4.70042, 1.78266], [-5.57010, -0.59322, -3.25587], [-4.28763, -1.29967, -2.90244], [-3.76931, -0.70840, -1.69151], [-2.34909, -1.13091, -1.14178], [-2.10927, -0.41391, 0.16683], [-0.58514, -0.54365, -2.66261], [-2.44118, -2.69151, -0.89877], [-1.89411, -3.72889, -1.74597], [-0.62716, -4.28010, -1.14209], [-5.95963, -0.98596, -4.19596], [-5.39458, 0.47618, -3.37293], [-6.32021, -0.74128, -2.47980], [-3.54324, -1.18924, -3.69554], [-4.45389, -2.36388, -2.72346], [-1.72386, -3.33630, -2.74870], [-2.66891, -4.49137, -1.80136], [0.13926, -3.50656, -1.08250], [-0.24864, -5.09286, -1.76500], [-0.82234, -4.66927, -0.14172]],
  "max_force_ev_per_a": 0.76,
  "s2": 6.0098,
  "spin_multiplicity": 5,
  "lumo_ev": [-2.246, -2.359],
  "orbital_gap_ev": [7.730, 7.726],
  "e_tot_ev": -187161.52745,
  "e_homo_ev": [-9.976, -10.085],
  "charge": 1
}

***

{
  "formula": "C7H14OSi",
  "method": "ωB97M-V with the def2-TZVPD basis set",
  "species": ["C", "C", "C", "C", "C", "C", "C", "O", "Si", "H", "H", "H", "H", "H", "H", "H", "H", "H", "H", "H", "H", "H", "H"],
  "coordinates": [[-1.63860, -1.66100, 0.51986], [-2.45798, -2.51824, 0.35132], [-0.30908, 0.45760, 2.42142], [-0.12445, 1.79224, -1.66707], [2.19284, 1.24640, 0.11870], [0.87046, -1.07595, -1.53068], [-0.59710, 0.43109, 0.98032], [-3.34946, -3.52039, 0.10183], [0.62273, 0.53222, -0.56882], [-1.00767, 0.92446, 3.06581], [-0.02925, -0.51578, 2.87994], [0.58265, 1.10461, 2.45562], [-0.29648, 1.38917, -2.65686], [-1.05892, 2.22789, -1.37716], [0.51855, 2.62597, -1.60071], [2.57270, 0.79709, 0.94759], [2.91619, 1.12205, -0.72844], [1.98176, 2.28040, 0.36217], [1.41065, -0.84994, -2.46072], [1.54079, -1.77608, -1.05225], [0.10021, -1.67190, -1.80403], [-1.53949, 0.94451, 0.74646], [-2.90106, -4.28642, 0.49572]],
  "max_force_ev_per_a": 4.23,
  "relative_energy_kcal_mol": 118.7,
  "lumo_ev": -0.054,
  "orbital_gap_ev": 8.386,
  "e_tot_ev": -17405.61486,
  "e_homo_ev": -8.440
}

***

{
  "formula": "C2H2EuFO",
  "method": "ωB97M-V with the def2-TZVPD basis set",
  "species": ["O", "C", "C", "H", "F", "Eu", "H"],
  "coordinates": [[0.22891, 0.30191, -0.97057], [0.72410, 0.57128, 0.07081], [0.94889, 0.80212, 1.35248], [0.77867, 1.80294, 1.75311], [1.77156, 0.01457, 2.05002], [-1.78080, -0.75315, -2.21181], [-2.57441, -1.04785, -0.43086]],
  "max_force_ev_per_a": 0.98,
  "s2": 15.7613,
  "spin_multiplicity": 8,
  "relative_energy_kcal_mol": 18.0,
  "lumo_ev": [-4.831, -4.645],
  "orbital_gap_ev": [7.869, 8.048],
  "e_tot_ev": -26189.38172,
  "e_homo_ev": [-12.700, -12.693],
  "charge": 1
}

***

Copy entry 4 word for word.
{
  "formula": "C2H2EuFO",
  "method": "ωB97M-V with the def2-TZVPD basis set",
  "species": ["O", "C", "C", "H", "F", "Eu", "H"],
  "coordinates": [[0.22891, 0.30191, -0.97057], [0.72410, 0.57128, 0.07081], [0.94889, 0.80212, 1.35248], [0.77867, 1.80294, 1.75311], [1.77156, 0.01457, 2.05002], [-1.78080, -0.75315, -2.21181], [-2.57441, -1.04785, -0.43086]],
  "max_force_ev_per_a": 0.98,
  "s2": 15.7613,
  "spin_multiplicity": 8,
  "relative_energy_kcal_mol": 18.0,
  "lumo_ev": [-4.831, -4.645],
  "orbital_gap_ev": [7.869, 8.048],
  "e_tot_ev": -26189.38172,
  "e_homo_ev": [-12.700, -12.693],
  "charge": 1
}